[1]
13 unconnected molecules or ions with the total composition C25H53Cl27N4O4 at a distorted geometry. Source: the OMol25 dataset; level of theory: ωB97M-V with the def2-TZVPD basis set.

Calculated values
Molecular weight in g/mol: 1430.954
2S+1: 1
E_LUMO in eV: 0.094
E_HOMO in eV: -8.88
Net charge: 0

Geometry as XYZ:
```
113
C25H53Cl27N4O4 | the OMol25 dataset | ωB97M-V with the def2-TZVPD basis set
C -2.4961 4.0946 -3.0785
Cl -2.6353 2.6345 -2.1247
Cl -3.8082 4.2787 -4.3050
Cl -0.9353 4.3230 -3.7919
H -2.6734 4.8413 -2.3343
C -3.0928 -2.8947 -2.6847
Cl -2.9300 -2.8302 -0.9536
Cl -4.3262 -1.7263 -3.1802
Cl -3.5879 -4.4739 -3.3030
H -2.1031 -2.7437 -3.1203
C -0.9379 -3.9961 3.2241
Cl -1.0664 -5.3820 2.1404
Cl -0.5076 -2.5420 2.3092
Cl 0.3625 -4.4225 4.3752
H -1.8736 -3.8410 3.7599
C -3.9351 4.0259 3.7952
Cl -5.6219 3.9685 3.2586
Cl -3.6619 2.6489 4.8074
Cl -3.5601 5.5385 4.5400
H -3.3222 3.8561 2.8700
C 1.1282 4.5465 3.7886
Cl 0.0202 4.7946 2.4518
Cl 2.6432 3.9137 3.2969
Cl 0.3322 3.5603 5.0766
H 1.3550 5.5366 4.2461
C -0.0593 -0.3990 6.9613
Cl 1.4460 -0.3198 6.0722
Cl -1.4593 -0.5992 5.7673
Cl -0.2348 0.9574 8.0407
H -0.0397 -1.2989 7.5310
C -6.7998 0.8399 0.9129
Cl -6.5208 -0.7762 0.3930
Cl -8.4707 1.0904 1.4278
Cl -6.3548 2.0796 -0.1996
H -6.3284 0.9388 1.8590
C 2.6354 2.9225 -1.4332
Cl 2.3115 2.6776 -3.2121
Cl 1.3298 2.3279 -0.4861
Cl 2.9755 4.6845 -1.1476
H 3.5743 2.3864 -1.2410
C -6.6594 -0.0611 5.6175
Cl -5.4176 -1.2657 5.4595
Cl -6.3307 1.0175 7.0011
Cl -8.2526 -0.8798 5.5637
H -6.6825 0.6794 4.7940
C 2.7423 -1.8194 -1.5672
C 1.8713 -2.5800 -0.5374
C 1.1042 -3.6836 -1.1444
O 1.9768 -4.6619 -1.6232
C 1.2115 -5.8349 -1.9781
N 2.6536 -2.9016 0.6486
H 2.9977 -0.8187 -1.2084
H 2.0670 -1.7248 -2.4177
H 3.6098 -2.3901 -1.8739
H 0.9892 -1.9910 -0.1824
H 0.4463 -3.3724 -2.0002
H 0.3509 -4.1078 -0.3999
H 1.9012 -6.6109 -2.2122
H 0.5855 -5.6518 -2.8697
H 0.5515 -6.1633 -1.1351
H 2.0354 -3.1021 1.4323
H 3.0383 -3.7963 0.3689
C -0.3833 0.2011 -3.2295
C -0.6027 -0.5343 -4.5473
C 0.2247 -0.0883 -5.7551
O 0.0477 -1.1508 -6.7369
C 0.7202 -0.8038 -7.9672
N -0.3687 -1.9842 -4.3203
H -0.7267 1.2337 -3.3405
H 0.6845 0.2161 -2.9270
H -0.9566 -0.2500 -2.3541
H -1.6653 -0.3759 -4.7993
H 1.2365 0.0774 -5.3815
H -0.2104 0.8708 -6.1186
H 0.5683 -1.7285 -8.6469
H 1.7343 -0.6543 -7.7695
H 0.2200 -0.0992 -8.5687
H 0.4483 -2.2527 -3.8630
H -0.3621 -2.4802 -5.2207
C 6.1464 1.1814 1.6223
C 5.2634 0.3280 0.7317
C 5.6832 0.2102 -0.7248
O 5.1846 1.2570 -1.4685
C 5.6044 1.3673 -2.8217
N 5.4483 -1.0460 1.1513
H 5.8069 1.2095 2.6790
H 6.2050 2.1674 1.2087
H 7.1982 0.7815 1.6092
H 4.2157 0.6081 0.7522
H 5.3466 -0.7592 -1.1071
H 6.7723 0.2351 -0.7642
H 6.6707 1.5048 -2.8604
H 5.1254 2.1930 -3.2276
H 5.3654 0.4395 -3.4266
H 5.4970 -1.0544 2.1670
H 4.7688 -1.7539 0.7740
C -2.8845 0.3183 0.6207
C -2.5423 1.3552 1.7228
C -1.3109 0.9567 2.4471
O -0.1908 0.7603 1.5675
C 0.9278 0.5772 2.4416
N -2.5657 2.7010 1.2440
H -3.0903 -0.6465 1.1284
H -2.0890 0.2780 -0.1577
H -3.8421 0.6248 0.1306
H -3.2693 1.3240 2.5015
H -1.5713 0.0682 3.0428
H -1.0254 1.7594 3.1486
H 1.1381 1.4962 2.9258
H 1.8395 0.3799 1.8457
H 0.8364 -0.2316 3.1520
H -1.6474 2.8948 0.9456
H -3.1842 2.8171 0.4993
```

[2]
A molecular structure, C25H53Cl4O14P at a distorted geometry. Source: the OMol25 dataset; level of theory: ωB97M-V with the def2-TZVPD basis set.

Calculated values
Energy relative to the best compared isomer or geometry (same formula, charge and spin) in kcal per mole: 485.5
Molecular weight in g/mol: 750.471
2S+1: 1
E_LUMO in eV: 0.505
E_HOMO in eV: -8.63
Net charge: 0

Geometry as XYZ:
```
97
C25H53Cl4O14P | the OMol25 dataset | ωB97M-V with the def2-TZVPD basis set
C 16.6822 33.8200 -24.7923
Cl 16.5162 34.9839 -23.4872
Cl 16.2824 34.4917 -26.3928
H 17.7366 33.5437 -24.7998
H 16.1362 32.9084 -24.5493
C 13.6108 35.7094 -26.2866
Cl 13.6583 37.3088 -27.0156
Cl 12.9993 35.9153 -24.6109
H 12.9738 35.0410 -26.8657
H 14.5882 35.2387 -26.3921
C 11.3777 36.7056 -28.6780
O 11.0318 35.3509 -28.3562
P 12.0514 34.1768 -28.8681
O 13.4503 34.1197 -28.3334
O 11.8696 34.1070 -30.4510
C 13.0028 34.1596 -31.3202
O 11.2640 32.7894 -28.3960
C 10.7085 32.5593 -27.0945
H 12.4450 36.8024 -28.8769
H 11.1408 37.3290 -27.8158
H 10.9590 37.1581 -29.5769
H 13.9496 33.9171 -30.8378
H 13.0172 35.1247 -31.8268
H 12.8171 33.3673 -32.0454
H 11.2747 31.7288 -26.6729
H 9.6591 32.2646 -27.1021
H 10.7627 33.4438 -26.4599
O 11.8117 39.2108 -21.0797
C 12.8015 39.9197 -21.2399
O 13.9862 39.5480 -21.8206
C 14.2836 38.1965 -22.1560
C 13.6356 37.8270 -23.5002
C 12.8252 41.3767 -20.8596
H 14.0091 37.5620 -21.3133
H 15.3481 37.9630 -22.1715
H 13.8234 38.6515 -24.1880
H 12.5524 37.7122 -23.5394
H 14.0754 36.9048 -23.8801
H 12.5328 41.4792 -19.8146
H 12.0816 41.9253 -21.4378
H 13.8044 41.8551 -20.8778
O 16.1852 37.9034 -23.5008
C 16.2115 37.8452 -24.7520
O 16.3065 38.9348 -25.5842
C 16.4930 40.2282 -25.0178
C 17.8288 40.3303 -24.1999
C 16.0170 36.5478 -25.4939
H 15.6276 40.4257 -24.3851
H 16.4491 40.9828 -25.8030
H 18.7225 40.0432 -24.7540
H 17.7524 39.6988 -23.3148
H 17.9336 41.3875 -23.9559
H 15.3140 35.9583 -24.9053
H 16.9781 36.0336 -25.4956
H 15.7941 36.7402 -26.5433
O 10.0853 33.2753 -25.1911
C 10.7134 33.5873 -24.1563
O 11.9110 33.0007 -23.7975
C 12.4998 32.0346 -24.7158
C 13.4159 32.7475 -25.7734
C 10.1728 34.6132 -23.2595
H 11.7726 31.3931 -25.2135
H 13.1448 31.3620 -24.1504
H 14.0830 33.4153 -25.2283
H 12.8513 33.3658 -26.4712
H 14.0758 32.0439 -26.2810
H 10.2392 35.6119 -23.6910
H 10.6889 34.5811 -22.3000
H 9.1038 34.4552 -23.1163
O 18.1552 37.6510 -27.3690
C 17.9395 38.8264 -27.5731
O 16.9951 39.2613 -28.4524
C 16.3865 38.4439 -29.4083
C 14.8596 38.4274 -29.2460
C 18.5928 40.0117 -26.8993
H 16.7507 37.4180 -29.4637
H 16.5703 38.9044 -30.3790
H 14.4850 37.8899 -28.3749
H 14.4234 37.9903 -30.1441
H 14.5066 39.4464 -29.0874
H 17.8082 40.7528 -26.7463
H 19.3129 40.3903 -27.6246
H 19.1014 39.8159 -25.9554
O 15.8237 32.8576 -31.0358
C 16.1184 34.0609 -31.1244
O 16.0538 34.9834 -30.2022
C 15.7521 34.6664 -28.8461
C 15.6217 36.0094 -28.0566
C 16.7919 34.5980 -32.3980
H 16.5311 34.0964 -28.3398
H 14.8177 34.1226 -28.7070
H 14.8278 36.5999 -28.5140
H 16.4951 36.6001 -28.3329
H 15.5247 35.9577 -26.9722
H 16.2857 35.4898 -32.7675
H 16.7396 33.7857 -33.1229
H 17.8432 34.8128 -32.2064
```

[3]
A molecular structure, C25H53ClIN2O4P2 at a distorted geometry. Source: the OMol25 dataset; level of theory: ωB97M-V with the def2-TZVPD basis set.

Calculated values
Molecular weight in g/mol: 670.014
2S+1: 3
E_LUMO (spin up / spin down) in eV: -3.247 / -6.391
E_HOMO (spin up / spin down) in eV: -9.49 / -10.47
Net charge: +1

Geometry as XYZ:
```
88
C25H53ClIN2O4P2 | the OMol25 dataset | ωB97M-V with the def2-TZVPD basis set
C 5.3320 4.1672 -5.4345
C 3.7255 3.7465 -5.6114
C 3.5559 2.1956 -5.1090
I 3.5173 2.2967 -2.8798
P 1.9206 1.3503 -5.6146
O 1.4535 0.3278 -4.2391
C 2.0343 0.2092 -7.1421
C 3.5403 0.0225 -7.7621
C 4.1948 1.3838 -8.4120
Cl 2.9515 2.4457 -9.3189
P 0.2464 2.7124 -5.9581
C 0.3018 4.2206 -4.7639
O 0.3575 3.4421 -7.5742
H 5.7571 3.8846 -4.3663
H 5.3668 5.3538 -5.5351
H 6.0091 3.7360 -6.2907
H 3.1334 4.4968 -4.8981
H 3.4002 3.8471 -6.7316
H 4.5316 1.6095 -5.3833
H 0.8332 0.8953 -3.6701
H 1.2273 0.5554 -7.9476
H 1.6811 -0.8739 -6.7886
H 4.3161 -0.4499 -7.0197
H 3.4345 -0.7616 -8.6564
H 4.9920 1.0549 -9.2357
H 4.8237 2.0260 -7.6264
H 0.9611 3.9038 -3.8495
H 0.6976 5.1435 -5.3647
H -0.8309 4.4425 -4.4782
H -0.1332 4.3355 -7.5311
C -1.1086 2.9907 2.1566
C -1.4455 2.7221 0.6616
C -2.9222 2.2592 0.5162
C -3.1655 0.8199 0.9594
C -2.1883 -0.1347 0.2802
C -0.7076 0.2860 0.4645
N -0.4676 1.7244 0.1087
O -0.4994 1.8269 -1.2933
C -0.2794 0.0168 1.9337
C 0.1939 -0.6905 -0.3583
C -1.3268 4.1331 -0.0071
H -0.0490 2.8121 2.3678
H -1.2984 4.0326 2.4421
H -1.7056 2.3813 2.8415
H -3.2381 2.3516 -0.5302
H -3.5811 2.9258 1.0915
H -3.0889 0.7352 2.0473
H -4.1917 0.5302 0.7041
H -2.3471 -1.1464 0.6746
H -2.4344 -0.1855 -0.7881
H 0.7425 0.3714 2.1192
H -0.2908 -1.0602 2.1540
H -0.9360 0.4668 2.6767
H -0.0669 -0.7138 -1.4220
H 0.0910 -1.7207 0.0038
H 1.2526 -0.4178 -0.2707
H -0.3006 4.5169 0.0562
H -1.9815 4.8567 0.4908
H -1.6292 4.1291 -1.0603
C -2.4822 -2.8182 7.2660
C -2.2013 -2.7469 5.7373
C -3.1825 -3.6723 4.9648
C -2.8542 -5.1574 5.0828
C -1.3966 -5.4262 4.7214
C -0.4040 -4.5477 5.5254
N -0.7604 -3.0900 5.4856
O -0.4221 -2.6039 4.2103
C -0.3534 -5.0490 6.9952
C 1.0425 -4.8226 5.0007
C -2.5548 -1.2684 5.3616
H -1.5745 -2.6337 7.8501
H -3.2047 -2.0589 7.5891
H -2.9032 -3.7796 7.5749
H -3.1821 -3.4066 3.9005
H -4.2105 -3.5051 5.3184
H -3.0709 -5.5194 6.0920
H -3.5055 -5.7275 4.4097
H -1.1799 -6.4896 4.8845
H -1.2654 -5.2533 3.6456
H 0.2850 -4.4031 7.6116
H 0.0681 -6.0629 7.0490
H -1.3288 -5.1198 7.4736
H 1.1474 -4.6325 3.9270
H 1.3240 -5.8716 5.1538
H 1.7781 -4.2062 5.5316
H -1.8903 -0.5597 5.8722
H -3.5826 -1.0270 5.6538
H -2.4966 -1.0801 4.2836
```

[4]
4 unconnected molecules or ions with the total composition C25H53FN4O3. Source: the OMol25 dataset; level of theory: ωB97M-V with the def2-TZVPD basis set.

Calculated values
Molecular weight in g/mol: 476.722
2S+1: 1
SMILES string: C[C@H](F)C1=C(CN)C(=O)OC1=O.CCN(CC)CC.CCN(CC)CC.CCN(CC)CC
E_LUMO in eV: -0.798
E_HOMO in eV: -8.02
Net charge: 0

Geometry as XYZ:
```
86
C25H53FN4O3 | the OMol25 dataset | ωB97M-V with the def2-TZVPD basis set
C 3.4117 -0.0999 4.5790
C 2.8595 0.9744 5.5007
F 2.9249 0.5113 6.8249
C 1.4561 1.4373 5.2274
C 0.3136 0.7960 4.9482
C 0.0007 -0.6631 4.8254
N -0.5127 -1.1168 6.1330
C -0.7346 1.8451 4.7641
O -1.7495 1.7875 4.1439
O -0.2571 3.0136 5.3357
C 1.1309 2.8935 5.3065
O 1.8537 3.8417 5.2698
H 3.2173 0.1215 3.5307
H 4.4939 -0.1482 4.7184
H 3.0263 -1.0801 4.8604
H 3.5026 1.8580 5.4335
H -0.7544 -0.7890 4.0454
H 0.8929 -1.2147 4.5464
H -0.0378 -1.9593 6.4250
H -1.5021 -1.3162 6.0767
C 2.2433 7.3381 -0.7641
C 1.5825 6.1021 -0.1730
N 2.3888 5.4591 0.8477
C 1.9151 4.1373 1.2108
C 0.5387 4.0219 1.8760
C 2.8024 6.3085 1.9534
C 1.7100 7.0011 2.7779
H 3.2434 7.1038 -1.1310
H 1.6499 7.7080 -1.6012
H 2.3231 8.1483 -0.0388
H 1.4324 5.3737 -0.9749
H 0.5777 6.3763 0.1867
H 2.6647 3.6783 1.8627
H 1.9085 3.5311 0.2983
H 0.5589 4.3687 2.9083
H 0.2257 2.9736 1.8902
H -0.2303 4.5785 1.3403
H 3.4696 7.0764 1.5540
H 3.4275 5.7077 2.6184
H 0.9468 7.4554 2.1439
H 2.1545 7.7996 3.3752
H 1.2192 6.3181 3.4694
C -1.6724 -3.9759 -0.5354
C -2.4072 -2.6526 -0.3884
N -1.7622 -1.7395 0.5371
C -2.5917 -0.5995 0.8951
C -2.9657 0.3930 -0.2124
C -0.3686 -1.4480 0.2481
C -0.0297 -0.8474 -1.1235
H -1.5182 -4.4482 0.4357
H -2.2593 -4.6543 -1.1559
H -0.7024 -3.8545 -1.0197
H -3.4109 -2.8531 -0.0041
H -2.5437 -2.2137 -1.3903
H -2.1015 -0.0543 1.7072
H -3.5168 -0.9924 1.3282
H -2.1269 1.0272 -0.4952
H -3.7600 1.0523 0.1424
H -3.3346 -0.1116 -1.1061
H 0.2024 -2.3731 0.3620
H 0.0122 -0.7885 1.0336
H -0.5472 -1.3648 -1.9329
H 1.0422 -0.9414 -1.3102
H -0.2751 0.2113 -1.1844
C -1.1416 -7.2914 -5.8526
C -1.8925 -5.9724 -5.7497
N -1.2748 -5.0358 -4.8290
C -2.1219 -3.9057 -4.4974
C -2.5017 -2.9259 -5.6145
C 0.1224 -4.7313 -5.0843
C 0.4951 -4.1530 -6.4559
H -0.9996 -7.7333 -4.8656
H -1.7121 -7.9929 -6.4624
H -0.1642 -7.1734 -6.3215
H -2.8999 -6.1768 -5.3771
H -2.0168 -5.5560 -6.7623
H -1.6444 -3.3493 -3.6848
H -3.0462 -4.3078 -4.0694
H -1.6683 -2.2843 -5.8978
H -3.3068 -2.2737 -5.2696
H -2.8591 -3.4414 -6.5064
H 0.6988 -5.6472 -4.9331
H 0.4629 -4.0505 -4.2996
H 0.0124 -4.6942 -7.2709
H 1.5735 -4.2329 -6.6061
H 0.2339 -3.0998 -6.5460
```

[5]
10 unconnected molecules or ions with the total composition C25H55Cl18O4P3 at a distorted geometry. Source: the OMol25 dataset; level of theory: ωB97M-V with the def2-TZVPD basis set.

Calculated values
Molecular weight in g/mol: 1150.787
2S+1: 1
SMILES string: CCOP(=O)(CCCP[PH2]=O)OCC.ClCCCl.ClCCCl.ClCCCl.ClCCCl.ClCCCl.ClCCCl.ClCCCl.ClCCCl.ClCCCl
E_LUMO in eV: 0.343
E_HOMO in eV: -8.24
Net charge: 0

Geometry as XYZ:
```
105
C25H55Cl18O4P3 | the OMol25 dataset | ωB97M-V with the def2-TZVPD basis set
C 1.3577 -7.4289 0.9645
C 2.5952 -6.9329 0.2138
O 2.2627 -5.8141 -0.6425
P 2.6857 -4.3730 -0.0885
O 2.4190 -3.4119 -1.1448
C 1.6717 -3.9784 1.3709
C 0.6061 -2.9443 1.0062
C -0.0927 -2.3094 2.2293
P -0.6907 -3.4534 3.5689
P 0.8871 -3.3769 5.0853
O 0.7662 -4.5350 6.0010
O 4.2434 -4.4877 0.2726
C 4.7826 -3.4023 1.0533
C 4.8133 -2.0491 0.3360
H 0.4807 -7.0140 0.4762
H 1.3457 -7.0979 1.9997
H 1.2587 -8.5085 0.9340
H 3.4379 -6.7376 0.8710
H 2.9128 -7.7266 -0.4551
H 2.2659 -3.6638 2.2239
H 1.1460 -4.8682 1.6978
H -0.1654 -3.4013 0.3976
H 1.0619 -2.1371 0.4478
H 0.5472 -1.5265 2.6338
H -0.9815 -1.8152 1.8481
H -0.7245 -4.7792 3.0769
H 0.6954 -2.1432 5.7401
H 2.1454 -3.2845 4.4386
H 4.3044 -3.3086 2.0254
H 5.8078 -3.6856 1.2646
H 4.0931 -1.3768 0.7934
H 5.7892 -1.5976 0.4742
H 4.6350 -2.1566 -0.7196
Cl -1.1345 -2.9064 -1.6805
C -1.5580 -1.3770 -2.4931
C -0.4071 -0.4051 -2.4817
Cl -0.0615 0.2052 -0.8403
H -2.4356 -0.9562 -2.0040
H -1.8219 -1.6248 -3.5207
H -0.6532 0.4605 -3.0960
H 0.5021 -0.8587 -2.8694
Cl 6.7791 -1.9088 -1.9736
C 7.9672 -2.9915 -2.7371
C 7.9850 -4.3463 -2.0769
Cl 8.6383 -4.2769 -0.4184
H 8.9411 -2.5102 -2.6941
H 7.6824 -3.0963 -3.7829
H 8.6237 -5.0227 -2.6425
H 6.9869 -4.7749 -2.0252
Cl -3.7919 0.9254 -2.2615
C -5.5533 1.0643 -1.9988
C -5.8808 1.5988 -0.6301
Cl -5.4702 0.4422 0.6614
H -5.9933 0.0834 -2.1594
H -5.9356 1.7425 -2.7601
H -6.9496 1.7879 -0.5540
H -5.3518 2.5279 -0.4286
Cl -2.0096 -1.4612 5.4164
C -3.3784 -0.5050 6.0486
C -4.4355 -0.2819 4.9971
Cl -3.8733 0.7876 3.6883
H -2.9874 0.4364 6.4289
H -3.8021 -1.0626 6.8825
H -5.3047 0.1923 5.4504
H -4.7518 -1.2187 4.5448
Cl 8.7443 2.1187 -3.6038
C 6.9850 2.3087 -3.3590
C 6.6583 2.9045 -2.0157
Cl 7.0320 1.7875 -0.6782
H 6.5224 1.3320 -3.4817
H 6.6201 2.9678 -4.1503
H 5.5917 3.1186 -1.9623
H 7.2045 3.8289 -1.8440
Cl 4.0991 1.1919 -6.0333
C 3.7288 2.6833 -6.9344
C 4.9084 3.6188 -6.9869
Cl 5.2846 4.3031 -5.3835
H 2.8688 3.1546 -6.4655
H 3.4527 2.3867 -7.9448
H 4.6889 4.4557 -7.6474
H 5.7998 3.1162 -7.3536
Cl -8.7528 4.1420 -1.4323
C -9.9811 3.9534 -0.1506
C -9.4183 3.2711 1.0677
Cl -9.0210 1.5630 0.7540
H -10.8195 3.4038 -0.5701
H -10.3217 4.9532 0.1153
H -10.1521 3.2871 1.8716
H -8.5151 3.7657 1.4175
Cl -0.7999 2.6885 1.5377
C -0.9282 4.0057 2.7307
C -0.2770 3.6529 4.0437
Cl -1.1676 2.3691 4.8981
H -1.9825 4.2367 2.8618
H -0.4341 4.8752 2.2997
H -0.2663 4.5252 4.6954
H 0.7470 3.3164 3.9030
Cl -8.8529 8.3464 0.9227
C -7.2988 8.4062 0.0497
C -6.8550 7.0402 -0.4038
Cl -6.3997 5.9953 0.9666
H -6.5639 8.8690 0.7031
H -7.4449 9.0494 -0.8164
H -5.9762 7.1295 -1.0406
H -7.6356 6.5352 -0.9646
```

- The highest molecular weight belongs to which entry?
  C25H53Cl27N4O4

- The lowest molecular weight belongs to which entry?
  C25H53FN4O3

- The highest molecular weight belongs to which entry?
  C25H53Cl27N4O4